The following is a quantum chemistry calculation of an isolated molecule of C24H30O11, from the Open Molecules 2025 dataset.

Computed properties:
SMILES ... C[C@]1(OC(=O)/C=C/c2ccccc2)C[C@@H](O)[C@]2(O)C=CO[C@@H](O[C@@H]3O[C@H](CO)[C@@H](O)[C@H](O)[C@H]3O)[C@@H]21
Energy relative to the best compared isomer or geometry (same formula, charge and spin) ... 2.6 kcal per mole
Total charge ... 0
Gap between HOMO and LUMO ... 8.73 eV
Electronic energy ... -47896.6782 eV
Max |F| ... 0.01698 Eh/bohr
LUMO energy ... -0.53 eV

Each line ends with the Mulliken charge.
Atoms and positions in Å:
C: -0.21 -2.94 2.09  -2.2207
H: 0.73 -3.49 2.10  0.3872
H: -0.18 -2.17 2.85  0.3825
H: -1.02 -3.62 2.32  0.5687
C: -0.46 -2.33 0.71  1.4609
C: -0.51 -3.44 -0.36  -1.2750
H: -1.51 -3.54 -0.78  0.4415
H: -0.24 -4.40 0.09  0.3717
C: 0.49 -3.08 -1.47  0.0355
O: -0.10 -2.49 -2.59  -0.7467
H: -0.79 -1.87 -2.29  0.5520
H: 1.02 -3.96 -1.84  0.6259
C: 1.48 -2.08 -0.81  1.1374
C: 2.61 -2.79 -0.11  -0.6532
C: 2.97 -2.49 1.13  -1.2623
O: 2.37 -1.56 1.93  -0.3571
C: 1.49 -0.68 1.29  -1.1542
C: 0.61 -1.33 0.23  0.5109
H: 0.12 -0.50 -0.29  0.5984
H: 0.90 -0.23 2.10  0.4146
O: 2.19 0.32 0.59  -0.4583
C: 3.21 1.01 1.28  0.0349
O: 3.02 2.38 1.23  -0.4989
C: 3.20 3.01 -0.05  0.1157
C: 1.93 3.81 -0.35  -0.6750
O: 1.67 4.76 0.65  -0.5771
H: 1.74 4.31 1.50  0.3617
H: 1.09 3.11 -0.45  0.1871
H: 2.06 4.36 -1.29  0.3719
C: 3.50 2.01 -1.17  0.5723
O: 3.82 2.75 -2.32  -0.6496
H: 4.17 2.12 -2.97  0.4049
C: 4.64 1.05 -0.80  -0.3076
O: 4.64 -0.05 -1.66  -0.6860
H: 3.77 -0.49 -1.62  0.4316
C: 4.58 0.64 0.70  -0.2117
O: 5.59 1.26 1.46  -0.6422
H: 5.35 2.18 1.60  0.4480
H: 4.76 -0.43 0.77  0.2415
H: 5.60 1.56 -0.96  0.5316
H: 2.59 1.41 -1.35  -0.1217
H: 4.05 3.71 0.04  0.3969
H: 3.18 0.75 2.35  0.5691
H: 3.78 -2.98 1.65  0.5851
H: 3.16 -3.51 -0.68  0.4834
O: 2.01 -1.23 -1.79  -0.5361
H: 1.42 -1.31 -2.56  0.4442
O: -1.74 -1.68 0.88  -0.4657
C: -2.37 -1.05 -0.12  0.4575
O: -1.95 -0.96 -1.26  -0.7385
C: -3.63 -0.49 0.35  -0.9307
C: -4.42 0.19 -0.50  -0.0145
C: -5.70 0.81 -0.21  1.0137
C: -6.30 0.75 1.05  -0.3770
C: -7.52 1.36 1.28  -0.6222
C: -8.16 2.04 0.25  -0.4217
C: -7.57 2.11 -1.00  -0.5322
C: -6.36 1.51 -1.23  -0.5393
H: -5.90 1.56 -2.21  0.3465
H: -8.07 2.65 -1.80  0.3792
H: -9.11 2.52 0.44  0.3795
H: -7.98 1.30 2.25  0.3791
H: -5.82 0.22 1.85  0.3127
H: -4.07 0.29 -1.52  0.3683
H: -3.86 -0.65 1.39  0.3717

The following is a quantum chemistry calculation of C24H31BrN8O3PbS2 as an isolated structure, from the Open Molecules 2025 dataset.

Computed properties:
Energy relative to the best compared isomer or geometry (same formula, charge and spin) ... 4.3 kcal per mole
Total charge ... +2
Gap between HOMO and LUMO ... 7.66 eV
Electronic energy ... -140402.9769 eV
Max |F| ... 0.00625 Eh/bohr
LUMO energy ... -5.21 eV

Each line ends with the Mulliken charge.
Atoms and positions in Å:
Pb: -0.10 0.04 0.04  0.9082
C: 2.26 -2.45 -0.01  -0.7218
C: 1.19 -2.80 -1.03  -0.9775
N: -0.18 -2.57 -0.53  0.0230
C: -0.69 -3.51 0.48  -0.8936
C: -0.18 -3.32 1.90  -0.5800
S: -0.19 -1.60 2.50  -0.0329
C: 1.53 -1.30 2.99  -0.6599
C: 2.59 -0.94 1.92  -0.7650
N: 2.14 -1.07 0.51  -0.0494
H: 3.24 -2.59 -0.48  0.4363
H: 2.23 -3.13 0.83  0.3756
H: 1.33 -3.85 -1.33  0.5070
H: 1.32 -2.18 -1.92  0.1812
H: -0.80 -2.63 -1.33  0.2444
H: -0.50 -4.55 0.18  0.2970
H: -1.78 -3.38 0.49  0.4074
H: 0.83 -3.71 2.04  0.3573
H: -0.82 -3.89 2.57  0.5184
H: 1.84 -2.15 3.59  0.4772
H: 1.44 -0.46 3.69  0.4139
H: 3.47 -1.57 2.08  0.3781
H: 2.91 0.09 2.07  0.3732
H: 2.74 -0.47 -0.05  0.1965
C: -4.74 3.88 -0.65  -1.2533
C: -3.59 3.88 0.29  0.8780
N: -3.30 4.80 1.14  -0.7172
N: -2.18 4.34 1.77  0.2260
C: -1.75 3.16 1.33  0.3018
S: -0.42 2.30 1.91  -0.4584
N: -2.66 2.85 0.37  0.4315
N: -2.63 1.67 -0.37  -0.7610
H: -5.30 4.80 -0.50  0.3623
H: -5.40 3.04 -0.47  0.3089
H: -4.40 3.84 -1.69  0.3144
H: -1.75 4.89 2.50  0.1803
H: -2.63 1.88 -1.36  0.2408
H: -3.45 1.11 -0.14  0.2495
C: 2.67 2.49 -0.41  -1.1946
O: 1.84 1.60 -1.17  0.3974
C: 1.93 1.69 -2.54  0.5350
C: 2.94 2.36 -3.20  -0.4458
C: 2.94 2.39 -4.59  -0.8866
Br: 4.33 3.30 -5.48  -0.1650
C: 1.95 1.77 -5.32  -0.6672
C: 0.93 1.09 -4.66  1.1330
C: 0.92 1.05 -3.26  -0.3420
O: -0.06 0.40 -2.57  -0.4278
C: -0.16 0.42 -5.37  -0.0535
N: -1.13 -0.20 -4.74  -0.2406
C: -1.98 -0.71 -5.72  0.3820
C: -3.15 -1.45 -5.61  -0.8450
C: -3.77 -1.82 -6.79  -0.5891
C: -3.25 -1.47 -8.04  -0.4553
C: -2.08 -0.74 -8.16  -1.0322
C: -1.46 -0.37 -6.97  0.6024
N: -0.31 0.35 -6.72  -0.0650
H: 2.52 3.52 -0.75  0.4395
H: 3.72 2.22 -0.50  0.4049
H: 2.34 2.42 0.62  0.2418
H: 3.73 2.86 -2.66  0.5835
H: 1.98 1.82 -6.40  0.5438
H: -0.71 0.02 -3.30  0.5783
H: -3.56 -1.72 -4.65  0.4149
H: -4.69 -2.40 -6.75  0.3978
H: -3.77 -1.78 -8.93  0.4094
H: -1.68 -0.47 -9.13  0.4084
H: 0.31 0.75 -7.41  0.2215
O: -4.05 -1.42 2.59  -0.1177
C: -3.75 -0.86 1.67  0.1155

The following is a quantum chemistry calculation of C24H31F3FeN3P2STe4 as an isolated structure at a distorted geometry, from the Open Molecules 2025 dataset.

Computed properties:
Energy relative to the best compared isomer or geometry (same formula, charge and spin) ... 61.7 kcal per mole
Total charge ... 0
Spin multiplicity ... 6
Gap between HOMO and LUMO (alpha / beta) ... 3.69 / 5.01 eV
Electronic energy ... -130987.3253 eV
Max |F| ... 0.07278 Eh/bohr
LUMO energy (alpha / beta) ... -1.37 / -2.83 eV

Each line ends with the Löwdin spin population.
Atoms and positions in Å:
Fe: 0.06 -0.19 0.25  2.7219
C: 1.16 1.78 2.96  0.0075
P: 1.17 0.17 2.09  0.0007
C: 2.90 0.18 1.58  0.0919
N: 3.79 0.64 2.45  0.2433
C: 5.08 0.74 2.09  0.0310
C: 6.06 1.19 2.97  0.0631
C: 7.37 1.34 2.54  0.0532
C: 7.72 1.06 1.23  0.0677
C: 6.77 0.59 0.34  0.0492
C: 5.45 0.41 0.73  0.0391
N: 4.51 -0.06 -0.11  0.2063
C: 3.26 -0.19 0.29  0.0463
P: 1.95 -0.93 -0.71  0.0005
C: 2.36 -2.70 -0.44  0.0103
C: 2.47 -0.74 -2.52  -0.0011
C: 3.96 -1.03 -2.73  -0.0007
C: 2.20 0.67 -3.07  0.0000
C: 1.60 -1.75 -3.27  0.0013
C: 1.14 -1.00 3.57  0.0110
C: -0.29 -1.12 4.11  0.0088
C: 2.10 -0.53 4.66  0.0014
C: 1.58 -2.36 3.05  0.0060
H: 2.16 1.92 3.36  -0.0005
H: 0.43 1.81 3.78  0.0002
H: 0.95 2.59 2.25  0.0013
H: 5.78 1.41 3.98  0.0015
H: 8.12 1.70 3.23  0.0018
H: 8.74 1.19 0.90  0.0032
H: 7.03 0.35 -0.68  0.0004
H: 3.35 -2.91 -0.84  0.0004
H: 1.60 -3.33 -0.90  0.0032
H: 2.35 -2.90 0.62  0.0013
H: 4.56 -0.17 -2.42  -0.0002
H: 4.13 -1.21 -3.79  -0.0003
H: 4.31 -1.89 -2.18  0.0002
H: 2.61 1.44 -2.42  -0.0001
H: 1.14 0.85 -3.23  0.0002
H: 2.69 0.77 -4.04  0.0001
H: 1.94 -2.77 -3.11  0.0000
H: 1.63 -1.55 -4.34  0.0001
H: 0.56 -1.69 -2.95  0.0022
H: -0.71 -0.16 4.41  0.0038
H: -0.29 -1.76 4.99  0.0010
H: -0.94 -1.59 3.36  0.0037
H: 1.78 0.39 5.14  0.0001
H: 3.10 -0.38 4.25  0.0005
H: 2.16 -1.30 5.43  0.0006
H: 0.95 -2.69 2.22  0.0039
H: 1.52 -3.11 3.84  0.0001
H: 2.62 -2.31 2.72  0.0014
F: -2.44 3.24 -2.13  0.0031
C: -1.27 3.47 -2.77  0.0011
F: -1.32 4.73 -3.22  0.0003
F: -1.25 2.68 -3.85  0.0014
C: -0.11 3.25 -1.85  0.0028
C: 0.74 4.28 -1.49  -0.0016
C: 1.75 4.02 -0.58  0.0042
C: 1.85 2.76 -0.04  0.0090
N: 1.03 1.76 -0.35  0.0857
C: 0.08 1.98 -1.28  0.0134
S: -0.85 0.62 -1.69  0.0322
H: 0.61 5.26 -1.91  -0.0001
H: 2.43 4.80 -0.28  0.0007
H: 2.63 2.52 0.67  0.0006
Te: -1.47 1.00 1.57  0.1371
Te: -3.74 0.68 0.31  0.2861
Te: -3.60 -1.75 -0.77  0.3700
Te: -1.23 -2.59 0.08  0.3653

- Look up the energy relative to the best compared isomer or geometry (same formula, charge and spin) of the first one.
  2.6 kcal per mole

- Number 2 is which compound?
  C24H31BrN8O3PbS2